Entry 1:
A cluster of 29 separate species, C29H116O29 in total. Source: OMol25; level of theory: ωB97M-V with the def2-TZVPD basis set.

E_LUMO = 0.210 eV

ORCA input file:
```
! wB97M-V def2-TZVPD RIJCOSX def2/J DEFGRID3
* xyz 0 1
C -1.25 -30.94 3.34
O -1.10 -30.50 4.68
H -2.08 -30.34 2.99
H -0.41 -30.66 2.71
H -1.42 -32.02 3.25
H -0.20 -30.67 4.99
C 0.19 -19.36 0.31
O 1.28 -18.91 -0.50
H -0.30 -18.60 0.89
H -0.60 -19.70 -0.35
H 0.46 -20.23 0.91
H 1.04 -18.08 -0.94
C 2.82 -25.46 5.45
O 2.92 -24.95 4.12
H 3.44 -24.87 6.12
H 1.79 -25.36 5.81
H 3.23 -26.45 5.50
H 2.28 -25.46 3.58
C -2.49 -28.32 -0.21
O -3.76 -27.74 0.08
H -1.82 -28.34 0.65
H -2.59 -29.34 -0.58
H -1.95 -27.66 -0.89
H -4.14 -28.29 0.78
C -7.22 -26.25 3.02
O -7.37 -27.66 3.38
H -6.30 -26.03 3.54
H -6.96 -26.14 1.97
H -8.10 -25.67 3.28
H -8.04 -27.97 2.76
C -2.31 -21.43 -2.75
O -2.49 -21.37 -4.21
H -2.06 -20.42 -2.45
H -3.15 -21.84 -2.24
H -1.44 -22.05 -2.60
H -1.63 -21.17 -4.61
C -2.75 -25.15 -3.35
O -1.91 -24.52 -4.30
H -3.83 -25.01 -3.47
H -2.68 -26.20 -3.53
H -2.49 -24.81 -2.34
H -2.14 -23.57 -4.29
C -1.65 -25.41 1.36
O -0.56 -25.86 0.60
H -1.92 -26.29 1.97
H -1.39 -24.53 1.95
H -2.54 -25.23 0.73
H -0.37 -25.26 -0.14
C -4.98 -30.22 2.97
O -5.38 -29.11 2.24
H -5.79 -30.60 3.60
H -4.61 -30.96 2.27
H -4.14 -30.01 3.65
H -6.06 -28.58 2.70
C 5.00 -25.12 -3.08
O 4.07 -24.29 -2.42
H 4.46 -25.69 -3.84
H 5.86 -24.59 -3.50
H 5.36 -25.87 -2.38
H 4.47 -24.04 -1.55
C 1.11 -27.72 2.77
O 0.94 -26.36 2.96
H 0.91 -28.19 3.73
H 0.46 -28.04 1.96
H 2.10 -27.99 2.39
H 0.76 -26.01 2.08
C -3.25 -21.33 0.63
O -2.05 -22.01 0.47
H -3.88 -21.77 1.42
H -3.16 -20.26 0.84
H -3.80 -21.49 -0.33
H -1.55 -22.06 1.29
C 0.61 -26.25 -2.62
O 1.93 -26.05 -2.02
H 0.14 -25.31 -2.86
H 0.73 -26.81 -3.53
H 0.04 -26.81 -1.89
H 2.37 -25.24 -2.36
C -1.39 -26.30 5.29
O -0.96 -25.09 4.72
H -0.59 -26.96 5.60
H -1.97 -26.12 6.22
H -2.03 -26.89 4.60
H -0.24 -25.35 4.12
C -5.45 -24.23 -0.43
O -6.26 -23.84 0.65
H -4.92 -23.40 -0.90
H -4.72 -24.99 -0.10
H -6.08 -24.67 -1.23
H -5.73 -23.61 1.43
C 1.31 -22.50 -4.24
O 1.07 -21.75 -5.44
H 2.37 -22.63 -4.06
H 0.91 -21.86 -3.48
H 0.79 -23.45 -4.25
H 1.44 -22.24 -6.20
C 0.71 -30.35 -0.34
O -0.21 -31.13 0.43
H 0.14 -29.55 -0.81
H 1.51 -30.02 0.30
H 1.25 -31.01 -1.02
H -0.95 -31.25 -0.19
C 4.18 -27.73 -0.11
O 3.37 -26.64 0.29
H 3.62 -28.68 -0.05
H 4.42 -27.72 -1.15
H 5.02 -27.81 0.57
H 2.82 -26.42 -0.51
C -3.92 -23.82 3.43
O -5.23 -23.40 3.25
H -3.24 -23.03 3.17
H -3.77 -24.16 4.45
H -3.63 -24.69 2.80
H -5.26 -22.57 3.73
C -2.81 -29.95 7.71
O -2.49 -28.96 6.68
H -1.91 -30.25 8.25
H -3.66 -29.59 8.28
H -3.15 -30.87 7.22
H -2.06 -29.44 5.97
C -3.13 -21.75 6.90
O -3.64 -20.66 6.20
H -2.52 -22.32 6.19
H -2.57 -21.42 7.77
H -3.94 -22.41 7.19
H -4.27 -20.21 6.76
C 2.64 -21.64 3.65
O 1.77 -22.69 3.29
H 3.69 -21.93 3.74
H 2.53 -20.84 2.91
H 2.35 -21.25 4.62
H 2.09 -23.52 3.66
C -5.04 -28.86 -3.03
O -5.08 -27.59 -2.40
H -5.70 -28.96 -3.88
H -4.02 -29.14 -3.35
H -5.33 -29.69 -2.40
H -4.69 -27.71 -1.53
C 4.62 -23.51 1.13
O 4.82 -24.35 0.00
H 4.88 -24.08 2.02
H 5.31 -22.67 1.01
H 3.58 -23.20 1.14
H 4.44 -25.24 0.17
C -5.23 -26.75 6.02
O -4.37 -26.82 7.14
H -4.81 -26.25 5.15
H -5.56 -27.75 5.70
H -6.16 -26.29 6.31
H -3.73 -27.50 6.95
C 0.45 -22.99 6.98
O 0.33 -21.83 7.78
H -0.49 -23.41 6.65
H 1.05 -22.83 6.10
H 1.03 -23.76 7.47
H -0.13 -21.11 7.35
C -7.66 -28.32 -0.50
O -7.36 -29.51 0.17
H -7.62 -27.46 0.18
H -7.02 -28.16 -1.36
H -8.67 -28.35 -0.89
H -6.44 -29.50 0.47
C 1.22 -23.12 -0.52
O -0.01 -23.72 -0.77
H 1.94 -23.90 -0.77
H 1.36 -22.20 -1.09
H 1.27 -22.88 0.56
H -0.68 -23.06 -0.52
C -1.18 -21.11 4.04
O -0.83 -22.01 3.02
H -0.96 -20.09 3.70
H -2.24 -21.16 4.26
H -0.65 -21.34 4.97
H 0.09 -22.28 3.07
*
```

---

Entry 2:
A structure of composition C34H23N7PtS2Te. Source: OMol25; level of theory: ωB97M-V with the def2-TZVPD basis set.

E_LUMO (spin up / spin down) = -6.167 / -8.612 eV

ORCA input file:
```
! wB97M-V def2-TZVPD RIJCOSX def2/J DEFGRID3
* xyz 2 5
Pt 0.30 0.20 -2.13
N -4.26 -0.10 -0.86
C -3.14 0.32 -1.44
N -2.05 -0.40 -1.55
C -2.05 -1.71 -1.09
N -1.06 -2.51 -1.31
N -0.06 -1.93 -2.05
C 0.61 -2.68 -2.83
C 1.59 -2.05 -3.72
C 2.35 -2.78 -4.61
C 3.21 -2.09 -5.47
C 3.26 -0.71 -5.40
C 2.47 -0.05 -4.48
N 1.65 -0.71 -3.67
C -3.22 -2.19 -0.35
C -3.27 -3.46 0.23
C -4.41 -3.88 0.88
C -5.53 -3.04 0.94
C -5.50 -1.79 0.37
C -4.34 -1.37 -0.27
H -5.06 0.50 -0.84
H -3.14 1.33 -1.82
H 0.41 -3.75 -2.87
H 2.28 -3.86 -4.62
H 3.81 -2.64 -6.18
H 3.91 -0.15 -6.06
H 2.49 1.03 -4.38
H -2.41 -4.11 0.15
H -4.45 -4.87 1.32
H -6.43 -3.38 1.44
H -6.36 -1.13 0.42
S -0.25 2.45 -2.46
C 0.87 3.36 -1.55
C 0.63 4.74 -1.38
C 1.48 5.52 -0.65
C 1.20 6.92 -0.46
N 0.98 8.03 -0.30
C 2.64 4.93 -0.07
C 2.89 3.58 -0.23
C 2.02 2.77 -0.96
S 2.40 1.08 -1.11
C 3.55 5.73 0.70
N 4.28 6.34 1.34
H -0.25 5.18 -1.84
H 3.78 3.16 0.21
Te 0.32 0.39 0.94
C -0.45 1.07 2.77
C -1.01 0.18 3.68
C -1.52 0.68 4.87
C -1.46 2.05 5.13
C -0.90 2.92 4.21
C -0.39 2.44 3.01
C 1.34 -1.30 1.65
C 0.70 -2.53 1.65
C 1.38 -3.63 2.17
C 2.67 -3.48 2.66
C 3.30 -2.25 2.64
C 2.64 -1.14 2.13
H -1.03 -0.89 3.49
H -1.96 0.01 5.59
H -1.86 2.43 6.06
H -0.85 3.98 4.42
H 0.05 3.12 2.29
H -0.30 -2.65 1.25
H 0.89 -4.60 2.18
H 3.19 -4.34 3.07
H 4.30 -2.14 3.03
H 3.13 -0.17 2.12
*
```

---

Entry 3:
The molecule C5H7N. Source: OMol25; level of theory: ωB97M-V with the def2-TZVPD basis set.

E_LUMO = 1.000 eV
SMILES = CC=C=C1CN1

ORCA input file:
```
! wB97M-V def2-TZVPD RIJCOSX def2/J DEFGRID3
* xyz 0 1
C 0.73 1.71 -1.91
C 0.58 0.68 -0.84
C -0.26 0.44 0.14
C -0.62 -0.49 0.96
C -0.38 -1.38 2.07
N -1.23 -1.77 0.90
H 1.78 2.01 -1.97
H 0.09 2.58 -1.81
H 0.49 1.19 -2.85
H 1.30 -0.13 -0.93
H -0.84 -1.23 3.04
H 0.59 -1.87 2.07
H -2.22 -1.74 1.13
*
```

---

Entry 4:
The ion C8H17N4O with charge +1. Source: OMol25; level of theory: ωB97M-V with the def2-TZVPD basis set.

E_LUMO = -2.870 eV
SMILES = COC[C@H](C)[C@@]1(N)NC=N[C@H]2[NH2+][C@H]21

ORCA input file:
```
! wB97M-V def2-TZVPD RIJCOSX def2/J DEFGRID3
* xyz 1 1
C 0.09 -0.08 2.99
C -2.11 0.35 2.57
C 0.44 0.30 1.58
C -0.60 0.76 0.66
C -1.93 0.12 -1.41
C 2.82 -1.19 -1.26
C 0.60 -0.46 -1.37
C -0.72 -0.33 -0.55
N -1.26 -0.12 3.43
N -1.92 0.79 1.31
N 0.42 -1.17 2.05
N -0.24 1.97 0.04
O 1.70 -0.59 -0.53
H 0.84 -0.03 3.81
H -3.13 0.27 2.89
H 1.40 0.69 1.33
H -2.88 -0.22 -0.99
H -1.90 -0.21 -2.48
H -1.79 1.29 -1.37
H 3.02 -0.69 -2.27
H 2.54 -2.27 -1.42
H 3.71 -1.08 -0.64
H 0.57 -1.33 -2.05
H 0.78 0.38 -2.01
H -0.99 -1.28 -0.06
H -2.77 1.05 0.83
H 1.25 -1.67 2.08
H -0.36 -1.94 1.78
H -0.65 2.75 0.49
H 0.65 2.12 -0.27
*
```

---

Entry 5:
A cluster of 2 separate species, HO2S in total. Source: OMol25; level of theory: ωB97M-V with the def2-TZVPD basis set.

E_LUMO (spin up / spin down) = 3.453 / 3.771 eV

ORCA input file:
```
! wB97M-V def2-TZVPD RIJCOSX def2/J DEFGRID3
* xyz -1 1
O 0.43 1.00 1.34
O -0.86 -0.62 -1.33
S 0.69 -0.46 1.02
H -0.26 0.07 -1.02
*
```

---

Entry 6:
A structure of composition C14H16F3N4O7SW. Source: OMol25; level of theory: ωB97M-V with the def2-TZVPD basis set.

E_LUMO (spin up / spin down) = -4.310 / -5.738 eV

ORCA input file:
```
! wB97M-V def2-TZVPD RIJCOSX def2/J DEFGRID3
* xyz 1 3
W -0.83 -0.86 -0.55
C -2.90 0.54 1.34
C -2.76 -0.81 1.93
N -2.29 -1.68 0.82
C -3.26 -2.01 -0.36
C -2.85 -1.37 -1.61
S -1.49 0.50 -2.43
C -2.13 1.92 -1.51
C -1.64 2.09 -0.10
N -1.65 0.80 0.58
H -3.70 0.53 0.59
H -3.17 1.35 1.99
H -2.02 -0.94 2.77
H -3.72 -1.23 2.25
H -1.83 -2.53 1.15
H -3.25 -3.08 -0.47
H -4.29 -1.72 -0.13
H -2.46 -2.11 -2.34
H -3.62 -0.81 -2.10
H -1.73 2.76 -2.08
H -3.22 2.03 -1.55
H -0.53 2.38 -0.02
H -2.27 2.74 0.42
H -1.03 0.88 1.36
O 0.52 -0.53 3.00
C 0.94 -0.66 1.88
O 0.35 -1.41 0.98
C 2.14 -0.01 1.30
C 3.34 0.15 1.85
C 4.39 0.75 1.17
C 4.26 1.12 -0.15
C 3.05 0.87 -0.73
C 1.93 0.40 -0.08
O 0.66 0.58 -0.54
N 2.99 1.11 -2.17
O 2.16 0.49 -2.85
O 3.76 1.92 -2.61
N 5.67 0.91 1.84
O 5.79 0.47 2.94
O 6.53 1.49 1.19
H 3.58 -0.18 2.83
H 5.09 1.64 -0.71
F 1.50 -2.40 -2.21
C 0.58 -1.57 -2.40
F 0.22 -1.67 -3.67
F -0.82 -2.84 -0.83
*
```

---

Quick rundown of ΔE to the lowest compared entry with this formula, charge and spin, same order as above: 0.0, 51.1, 381.5, 270.9, 217.6, 248.5 kJ/mol